No. 1
The following is a DFT calculation (the ωB97M-V functional and the def2-TZVPD basis) of a cluster of 14 separate species, H28O14 in total in a non-equilibrium geometry.

```
! wB97M-V def2-TZVPD RIJCOSX def2/J DEFGRID3
* xyz 0 1
O -1.27 -2.77 0.67
H -1.58 -2.28 -0.10
H -0.42 -3.13 0.39
O 2.72 -2.07 2.40
H 3.22 -2.00 3.22
H 1.80 -1.97 2.67
O 2.46 1.04 1.24
H 2.73 1.89 0.88
H 3.28 0.54 1.33
O -0.22 0.31 -3.50
H -0.78 -0.07 -2.81
H -0.40 -0.22 -4.28
O -2.07 2.19 -1.67
H -2.58 1.74 -2.35
H -1.44 2.74 -2.17
O -1.95 -0.78 2.78
H -1.18 -0.20 2.87
H -1.60 -1.57 2.33
O -2.92 1.46 1.82
H -3.20 1.49 0.90
H -2.59 0.53 1.97
O 0.46 0.53 2.39
H 0.69 1.10 3.13
H 1.09 0.77 1.69
O 0.15 -0.08 0.07
H 0.65 0.74 0.21
H -0.14 -0.34 0.95
O 3.19 -2.16 -0.37
H 2.70 -1.91 0.43
H 3.97 -1.60 -0.37
O -0.31 2.95 0.88
H -0.83 2.60 0.13
H -0.63 2.44 1.63
O -1.71 -1.29 -1.75
H -2.62 -1.51 -2.01
H -1.80 -0.48 -1.23
O 0.29 3.22 -3.00
H 0.76 2.38 -3.07
H -0.12 3.35 -3.86
O 0.66 -2.92 -1.54
H 0.13 -2.17 -1.85
H 1.41 -2.51 -1.07
*
```

Output
HOMO level = -10.41 eV
Energy above the lowest of the compared OMol25 structures with the same formula, charge and spin = 35.4 kcal per mole
Strongest force on any atom = 2.3 eV/Å
DFT total energy = -29120.1154 eV
Orbital gap = 10.141 eV



No. 2
The following is a DFT calculation (the ωB97M-V functional and the def2-TZVPD basis) of a structure of composition C8H32O8 in a non-equilibrium geometry.

```
! wB97M-V def2-TZVPD RIJCOSX def2/J DEFGRID3
* xyz 0 1
C -26.08 10.70 5.34
O -27.35 10.16 5.44
H -25.36 9.96 5.69
H -25.89 11.09 4.34
H -25.96 11.57 5.98
H -27.49 9.55 4.71
C -23.67 7.88 9.00
O -23.25 8.81 10.05
H -23.36 6.92 9.41
H -24.75 7.96 8.83
H -23.22 8.17 8.05
H -23.69 9.66 9.97
C -24.35 11.31 9.22
O -23.97 10.59 10.40
H -25.43 11.43 9.19
H -23.98 12.34 9.16
H -24.11 10.72 8.33
H -24.47 10.84 11.18
C -28.68 11.98 6.93
O -28.82 11.13 5.91
H -29.56 12.61 6.80
H -28.79 11.41 7.86
H -27.78 12.60 6.92
H -28.00 10.63 5.87
C -26.03 9.54 7.93
O -27.45 9.34 8.14
H -25.92 10.62 7.79
H -25.47 9.21 8.81
H -25.68 9.01 7.05
H -27.91 10.19 8.16
C -27.36 11.85 9.71
O -26.87 12.65 8.67
H -26.76 11.64 10.60
H -28.28 12.24 10.14
H -27.48 10.83 9.37
H -27.26 13.53 8.64
C -27.09 6.68 9.33
O -28.24 7.33 8.79
H -26.16 7.23 9.21
H -27.31 6.63 10.40
H -26.97 5.62 9.10
H -28.05 8.22 8.49
C -26.41 7.47 6.02
O -26.28 8.19 4.87
H -25.49 7.58 6.59
H -27.23 7.71 6.69
H -26.49 6.41 5.74
H -25.43 8.63 4.94
*
```

Output
HOMO level = -8.30 eV
Energy above the lowest of the compared OMol25 structures with the same formula, charge and spin = 368.9 kcal per mole
Strongest force on any atom = 18.9 eV/Å
DFT total energy = -25178.8006 eV
Orbital gap = 8.457 eV



No. 3
The following is a DFT calculation (the ωB97M-V functional and the def2-TZVPD basis) of the molecule CHCl2OPS in a non-equilibrium geometry.

```
! wB97M-V def2-TZVPD RIJCOSX def2/J DEFGRID3
* xyz 0 1
O -2.70 1.92 -0.07
P -1.96 0.64 0.03
Cl -2.40 -0.57 -1.58
Cl -2.47 -0.41 1.59
C -0.13 0.70 -0.01
S 0.55 2.13 -0.11
H 0.17 -0.30 0.22
*
```

Output
HOMO level = -9.73 eV
Energy above the lowest of the compared OMol25 structures with the same formula, charge and spin = 6.2 kcal per mole
Strongest force on any atom = 3.4 eV/Å
DFT total energy = -48270.5968 eV
Orbital gap = 8.019 eV



- Which value of orbital gap does entry 3 give?
  8.019 eV



- Which of these has the lowest orbital gap?
  CHCl2OPS